12
Properties=species:S:1:pos:R:3:forces:R:3 method="wB97M-V/def2-TZVPD" total_charge=0 homo_energy_ev="-7.7 / -7.7" gap_ha="0.27428 / 0.27432" lumo_energy_ev="-0.3 / -0.3"
C -0.87529 -1.14515 -0.58983 -0.34 0.74 -0.81
C -1.07539 0.16413 -0.59835 -0.69 1.36 -0.84
C 0.26038 -1.61539 0.04453 4.14 -0.10 2.68
C -0.15726 1.11796 0.10525 1.20 1.56 -1.23
C 1.08621 0.51395 0.74841 -0.90 -2.40 -1.26
O 0.79785 -2.63823 0.31794 -1.02 1.62 -0.60
I 3.04215 0.87900 -0.07146 -0.96 -0.08 0.21
H -1.34114 -1.86449 -1.19231 -1.32 -0.75 -0.55
H -1.99491 0.65519 -1.02167 1.05 -0.81 0.15
H -0.09934 2.17034 -0.48207 0.15 -2.50 1.18
H -0.82075 1.29923 0.88982 -1.04 1.12 1.96
H 1.17748 0.46346 1.84973 -0.28 0.25 -0.89